# 1
Here is one molecule with the formula C4H8N2O from OMol25. Energies are from ωB97M-V/def2-TZVPD.

As for the HOMO energy: -0.347 Ha. The HOMO-LUMO gap comes out at 10.396 eV. Its SMILES is N[C@H]1CC/C1=N\O. The spin multiplicity is 1. The maximum force comes out at 0.014 Eh/bohr. The calculation puts the LUMO energy at 0.951 eV. The energy above the lowest of the compared OMol25 structures with the same formula, charge and spin comes out at 84.7 kcal per mole.

Cartesian coordinates (Å):
1 N -2.21 -0.27 0.19
2 C -0.79 -0.52 0.37
3 C -0.03 -0.97 -0.91
4 C 1.22 -0.24 -0.40
5 C 0.28 0.57 0.45
6 N 0.44 1.76 0.85
7 O 1.77 2.08 0.48
8 H -2.62 -1.14 -0.14
9 H -2.66 -0.07 1.08
10 H -0.55 -1.24 1.18
11 H -0.46 -0.42 -1.75
12 H 0.04 -2.03 -1.14
13 H 1.83 0.32 -1.10
14 H 1.87 -0.85 0.24
15 H 1.87 3.03 0.60

=====

# 2
Here is one molecule with the formula C4H8N2O from OMol25. Energies are from ωB97M-V/def2-TZVPD.

As for the HOMO energy: -0.353 Ha. The HOMO-LUMO gap comes out at 10.530 eV. Its SMILES is C[C@@]1(C(N)=O)CN1. The spin multiplicity is 1. The maximum force comes out at 0.006 Eh/bohr. The calculation puts the LUMO energy at 0.923 eV. The energy above the lowest of the compared OMol25 structures with the same formula, charge and spin comes out at 33.8 kcal per mole.

Cartesian coordinates (Å):
1 C -1.00 -0.90 0.69
2 C -0.21 0.04 -0.19
3 C 1.25 -0.36 -0.37
4 N 2.00 -0.18 0.75
5 O 1.69 -0.84 -1.40
6 C -0.89 0.77 -1.28
7 N -0.38 1.50 -0.11
8 H -1.80 -0.37 1.22
9 H -1.46 -1.70 0.10
10 H -0.36 -1.37 1.44
11 H 1.64 0.33 1.54
12 H 3.00 -0.24 0.66
13 H -0.38 0.97 -2.22
14 H -1.97 0.62 -1.35
15 H -1.14 1.74 0.52

=====

# 3
Here is one molecule with the formula C4H8N2O from OMol25. Energies are from ωB97M-V/def2-TZVPD.

As for the HOMO energy: -0.341 Ha. The HOMO-LUMO gap comes out at 10.242 eV. Its SMILES is C[C@H]1NC/C1=N\O. The spin multiplicity is 1. The maximum force comes out at 0.012 Eh/bohr. The calculation puts the LUMO energy at 0.974 eV. The energy above the lowest of the compared OMol25 structures with the same formula, charge and spin comes out at 83.4 kcal per mole.

Cartesian coordinates (Å):
1 C -1.93 -0.61 -0.04
2 C -0.70 0.12 -0.54
3 N -0.50 1.47 0.07
4 C 0.82 1.08 0.65
5 C 0.65 -0.27 0.01
6 N 1.35 -1.29 -0.28
7 O 2.62 -1.23 0.28
8 H -2.82 -0.29 -0.60
9 H -2.11 -0.40 1.02
10 H -1.81 -1.69 -0.18
11 H -0.68 0.11 -1.64
12 H -0.40 2.20 -0.63
13 H 0.81 1.08 1.75
14 H 1.70 1.64 0.32
15 H 3.05 -2.00 -0.10

=====

# 4
Here is a 2-piece molecular cluster, C4H8N2O overall from OMol25. Energies are from ωB97M-V/def2-TZVPD.

As for the HOMO energy (alpha / beta): -0.275 / -0.275 Ha. The HOMO-LUMO gap (alpha / beta) comes out at 8.388 / 8.387 eV. The spin multiplicity is 1. The maximum force comes out at 0.008 Eh/bohr. The calculation puts the LUMO energy (alpha / beta) at 0.895 / 0.895 eV. The energy above the lowest of the compared OMol25 structures with the same formula, charge and spin comes out at 107.9 kcal per mole.

Cartesian coordinates (Å):
1 N 2.09 -0.96 -1.70
2 C 1.06 -1.22 -0.85
3 O 1.06 -2.08 0.01
4 C 0.14 1.19 1.59
5 N -0.78 0.88 0.75
6 C -1.94 0.00 0.68
7 C -1.47 0.90 -0.40
8 H 2.91 -1.55 -1.68
9 H 2.01 -0.25 -2.40
10 H 0.24 0.60 2.49
11 H 0.81 2.02 1.37
12 H -1.72 -1.06 0.62
13 H -2.73 0.28 1.39
14 H 0.21 -0.53 -1.02
15 H -1.90 1.79 -0.85

=====

# 5
Here is a 2-piece molecular cluster, C4H8N2O overall from OMol25. Energies are from ωB97M-V/def2-TZVPD.

As for the HOMO energy: -0.340 Ha. The HOMO-LUMO gap comes out at 10.009 eV. Its SMILES is C[C@H]1CN1.N=C=O. The spin multiplicity is 1. The maximum force comes out at 0.017 Eh/bohr. The calculation puts the LUMO energy at 0.747 eV. The energy above the lowest of the compared OMol25 structures with the same formula, charge and spin comes out at 54.4 kcal per mole.

Cartesian coordinates (Å):
1 C -1.11 -0.94 0.64
2 C -0.35 0.29 0.22
3 C -0.71 0.97 -1.05
4 N -0.93 1.63 0.24
5 H -2.18 -0.82 0.44
6 H -0.77 -1.82 0.08
7 H -0.97 -1.15 1.70
8 H 0.67 0.35 0.58
9 H 0.03 1.40 -1.72
10 H -1.59 0.57 -1.56
11 H -1.90 1.59 0.51
12 N 2.62 0.05 0.09
13 C 2.08 -0.73 -0.67
14 O 1.45 -1.43 -1.36
15 H 3.61 0.06 0.28

=====

# 6
Here is one molecule with the formula C4H8N2O at a distorted geometry from OMol25. Energies are from ωB97M-V/def2-TZVPD.

As for the HOMO energy: -0.311 Ha. The HOMO-LUMO gap comes out at 9.200 eV. Its SMILES is CNC[C@H](O)C#N. The spin multiplicity is 1. The maximum force comes out at 0.107 Eh/bohr. The calculation puts the LUMO energy at 0.737 eV. The energy above the lowest of the compared OMol25 structures with the same formula, charge and spin comes out at 80.0 kcal per mole.

Cartesian coordinates (Å):
1 C -1.12 -1.27 -0.25
2 N -1.00 0.21 -0.18
3 C 0.20 0.66 -0.71
4 C 1.59 0.58 0.45
5 O 2.42 1.52 -0.15
6 C 1.97 -0.78 0.33
7 N 2.09 -1.89 0.05
8 H -2.13 -1.54 -0.55
9 H -0.48 -1.73 -1.06
10 H -0.97 -1.60 0.77
11 H -1.18 0.56 0.78
12 H 0.45 0.07 -1.51
13 H 0.13 1.78 -0.80
14 H 1.22 0.77 1.44
15 H 3.16 0.98 -0.28

=====

# 7
Here is one molecule with the formula C4H8N2O at a distorted geometry from OMol25. Energies are from ωB97M-V/def2-TZVPD.

As for the HOMO energy (alpha / beta): -0.293 / -0.277 Ha. The HOMO-LUMO gap (alpha / beta) comes out at 8.600 / 7.946 eV. The spin multiplicity is 1. The maximum force comes out at 0.097 Eh/bohr. The calculation puts the LUMO energy (alpha / beta) at 0.618 / 0.413 eV. The energy above the lowest of the compared OMol25 structures with the same formula, charge and spin comes out at 199.6 kcal per mole.

Cartesian coordinates (Å):
1 C 0.60 -1.28 0.23
2 C -0.57 -0.72 -0.57
3 C -1.83 1.20 0.37
4 C 1.74 0.90 0.69
5 N 2.06 0.61 -0.69
6 N 1.76 -0.42 0.26
7 O -0.81 0.68 -0.36
8 H 0.32 -1.61 1.19
9 H 0.83 -2.20 -0.25
10 H -0.34 -0.83 -1.52
11 H -1.45 -1.29 -0.45
12 H -2.64 0.63 0.84
13 H -1.68 2.34 0.50
14 H 0.78 1.31 1.09
15 H 1.23 0.67 -1.34

=====

# 8
Here is one molecule with the formula C4H8N2O at a distorted geometry from OMol25. Energies are from ωB97M-V/def2-TZVPD.

As for the HOMO energy: -0.356 Ha. The HOMO-LUMO gap comes out at 10.428 eV. Its SMILES is O=C1NCCCN1. The spin multiplicity is 1. The maximum force comes out at 0.057 Eh/bohr. The calculation puts the LUMO energy at 0.744 eV. The energy above the lowest of the compared OMol25 structures with the same formula, charge and spin comes out at 36.9 kcal per mole.

Cartesian coordinates (Å):
1 O 2.88 -0.37 0.19
2 C 1.68 -0.24 0.04
3 N 0.77 -1.38 -0.15
4 C -0.84 -1.18 -0.14
5 C -1.14 0.12 0.53
6 C -0.32 1.22 -0.13
7 N 1.09 0.98 0.08
8 H 0.56 -1.51 -1.11
9 H -1.31 -1.18 -1.17
10 H -1.22 -2.08 0.34
11 H -0.84 0.00 1.57
12 H -2.21 0.38 0.49
13 H -0.57 2.18 0.32
14 H -0.55 1.28 -1.20
15 H 1.72 1.76 0.25

=====

# 9
Here is one molecule with the formula C4H8N2O from OMol25. Energies are from ωB97M-V/def2-TZVPD.

As for the HOMO energy: -0.345 Ha. The HOMO-LUMO gap comes out at 10.311 eV. Its SMILES is CC(=C=NO)CN. The spin multiplicity is 1. The maximum force comes out at 0.012 Eh/bohr. The calculation puts the LUMO energy at 0.934 eV. The energy above the lowest of the compared OMol25 structures with the same formula, charge and spin comes out at 99.2 kcal per mole.

Cartesian coordinates (Å):
1 C 0.67 1.24 -1.19
2 C 0.49 -0.12 -0.58
3 C 1.36 -0.61 0.27
4 N 1.84 -0.88 1.38
5 O 0.95 -0.17 2.28
6 C -0.85 -0.81 -0.67
7 N -1.78 -0.03 0.15
8 H 1.53 1.74 -0.75
9 H -0.23 1.82 -0.97
10 H 0.80 1.20 -2.28
11 H 1.35 -0.20 3.16
12 H -0.73 -1.86 -0.35
13 H -1.22 -0.81 -1.70
14 H -1.47 -0.05 1.11
15 H -2.71 -0.46 0.12

=====

# 10
Here is a 2-piece molecular cluster, C4H8N2O overall at a distorted geometry from OMol25. Energies are from ωB97M-V/def2-TZVPD.

As for the HOMO energy (alpha / beta): -0.284 / -0.284 Ha. The HOMO-LUMO gap (alpha / beta) comes out at 8.153 / 8.152 eV. The spin multiplicity is 1. The maximum force comes out at 0.020 Eh/bohr. The calculation puts the LUMO energy (alpha / beta) at 0.433 / 0.432 eV. The energy above the lowest of the compared OMol25 structures with the same formula, charge and spin comes out at 96.8 kcal per mole.

Cartesian coordinates (Å):
1 C -1.79 0.14 0.97
2 N -0.50 -0.04 0.82
3 C 0.21 -0.54 -0.22
4 C 1.71 -0.51 -0.08
5 O 2.11 0.61 0.70
6 C -0.45 -1.23 -1.25
7 N -1.01 -1.82 -2.08
8 H -2.47 -0.26 0.22
9 H -2.15 0.66 1.84
10 H -1.33 1.67 -0.81
11 H 0.12 0.38 1.51
12 H -0.71 1.42 -1.15
13 H 2.17 -0.50 -1.08
14 H 2.10 -1.38 0.45
15 H 1.98 1.40 0.16

=====

# 11
Here is one molecule with the formula C4H8N2O at a distorted geometry from OMol25. Energies are from ωB97M-V/def2-TZVPD.

As for the HOMO energy: -0.340 Ha. The HOMO-LUMO gap comes out at 9.883 eV. Its SMILES is [H]/N=C(CO)\N=C/C. The spin multiplicity is 1. The maximum force comes out at 0.087 Eh/bohr. The calculation puts the LUMO energy at 0.632 eV. The energy above the lowest of the compared OMol25 structures with the same formula, charge and spin comes out at 73.4 kcal per mole.

Cartesian coordinates (Å):
1 H 2.37 0.30 1.21
2 N 1.84 0.90 0.58
3 C 0.94 0.33 -0.13
4 C 0.11 1.64 -1.03
5 O 0.75 2.75 -0.64
6 N 0.52 -0.85 -0.48
7 C -0.44 -1.65 -0.26
8 C -1.42 -1.54 0.87
9 H -0.95 1.57 -0.71
10 H 0.24 1.34 -2.07
11 H 1.55 2.31 0.12
12 H -0.50 -2.52 -0.91
13 H -1.41 -0.54 1.30
14 H -2.42 -1.77 0.51
15 H -1.18 -2.26 1.65

=====

# 12
Here is one molecule with the formula C4H8N2O at a distorted geometry from OMol25. Energies are from ωB97M-V/def2-TZVPD.

As for the HOMO energy: -0.351 Ha. The HOMO-LUMO gap comes out at 10.392 eV. Its SMILES is CN[C@H](C#N)CO. The spin multiplicity is 1. The maximum force comes out at 0.022 Eh/bohr. The calculation puts the LUMO energy at 0.841 eV. The energy above the lowest of the compared OMol25 structures with the same formula, charge and spin comes out at 42.4 kcal per mole.

Cartesian coordinates (Å):
1 C -0.39 -1.76 1.13
2 N -0.75 -0.60 0.32
3 C 0.28 -0.06 -0.54
4 C 1.50 0.36 0.20
5 N 2.42 0.73 0.80
6 C -0.28 1.15 -1.29
7 O -0.72 2.15 -0.40
8 H 0.63 -2.09 0.90
9 H -0.42 -1.54 2.20
10 H -1.07 -2.60 0.94
11 H -1.15 0.15 0.87
12 H 0.58 -0.82 -1.27
13 H -1.16 0.82 -1.86
14 H 0.47 1.53 -2.00
15 H 0.06 2.57 -0.01

=====

# 13
Here is one molecule with the formula C4H8N2O at a distorted geometry from OMol25. Energies are from ωB97M-V/def2-TZVPD.

As for the HOMO energy: -0.337 Ha. The HOMO-LUMO gap comes out at 10.147 eV. Its SMILES is NC(=O)CN1CC1. The spin multiplicity is 1. The maximum force comes out at 0.047 Eh/bohr. The calculation puts the LUMO energy at 0.963 eV. The energy above the lowest of the compared OMol25 structures with the same formula, charge and spin comes out at 59.0 kcal per mole.

Cartesian coordinates (Å):
1 N -0.84 0.79 -1.96
2 C -1.29 0.66 -0.70
3 O -2.17 1.35 -0.22
4 C -0.75 -0.55 0.03
5 N 0.69 -0.87 0.12
6 C 1.18 -0.44 1.43
7 C 1.67 0.21 0.19
8 H -1.25 1.52 -2.52
9 H -0.15 0.14 -2.31
10 H -1.34 -0.45 0.95
11 H -1.14 -1.44 -0.43
12 H 0.35 -0.01 2.13
13 H 1.96 -1.09 1.81
14 H 1.32 1.22 0.06
15 H 2.73 0.06 -0.09

=====

# 14
Here is one molecule with the formula C4H8N2O at a distorted geometry from OMol25. Energies are from ωB97M-V/def2-TZVPD.

As for the HOMO energy: -0.339 Ha. The HOMO-LUMO gap comes out at 9.814 eV. Its SMILES is CNC1=N[C@@H]1CO. The spin multiplicity is 1. The maximum force comes out at 0.033 Eh/bohr. The calculation puts the LUMO energy at 0.580 eV. The energy above the lowest of the compared OMol25 structures with the same formula, charge and spin comes out at 77.6 kcal per mole.

Cartesian coordinates (Å):
1 C -2.49 0.25 0.73
2 N -1.08 0.42 0.66
3 C -0.42 -0.05 -0.39
4 N -0.49 -0.69 -1.49
5 C 0.83 0.15 -1.01
6 C 2.03 -0.62 -0.56
7 O 2.92 0.17 0.23
8 H -2.74 -0.72 1.15
9 H -2.87 1.03 1.40
10 H -2.84 0.36 -0.30
11 H -0.62 0.52 1.54
12 H 1.05 1.13 -1.48
13 H 2.59 -0.92 -1.44
14 H 1.69 -1.51 -0.02
15 H 2.42 0.49 0.99

=====

# 15
Here is one molecule with the formula C4H8N2O from OMol25. Energies are from ωB97M-V/def2-TZVPD.

As for the HOMO energy: -0.340 Ha. The HOMO-LUMO gap comes out at 9.904 eV. Its SMILES is [H]/N=C(\NC)C(C)=O. The spin multiplicity is 1. The maximum force comes out at 0.009 Eh/bohr. The calculation puts the LUMO energy at 0.662 eV. The energy above the lowest of the compared OMol25 structures with the same formula, charge and spin comes out at 24.4 kcal per mole.

Cartesian coordinates (Å):
1 H -1.31 0.04 1.65
2 N -1.27 0.37 0.68
3 C -0.13 0.14 0.15
4 N 0.96 -0.48 0.67
5 C 0.95 -1.18 1.93
6 C 0.11 0.61 -1.28
7 C -1.07 1.06 -2.08
8 O 1.24 0.57 -1.73
9 H 1.77 -0.52 0.06
10 H 1.88 -1.74 2.03
11 H 0.11 -1.89 1.97
12 H 0.86 -0.50 2.78
13 H -1.51 1.96 -1.64
14 H -0.75 1.26 -3.11
15 H -1.85 0.30 -2.06

=====

# 16
Here is one molecule with the formula C4H8N2O at a distorted geometry from OMol25. Energies are from ωB97M-V/def2-TZVPD.

As for the HOMO energy: -0.370 Ha. The HOMO-LUMO gap comes out at 10.717 eV. Its SMILES is N#C[C@@H](N)CCO. The spin multiplicity is 1. The maximum force comes out at 0.023 Eh/bohr. The calculation puts the LUMO energy at 0.661 eV. The energy above the lowest of the compared OMol25 structures with the same formula, charge and spin comes out at 37.6 kcal per mole.

Cartesian coordinates (Å):
1 N 1.56 -0.49 -2.72
2 C 1.15 -0.53 -1.64
3 C 0.63 -0.59 -0.25
4 N 1.69 -1.10 0.61
5 C 0.17 0.81 0.23
6 C -1.33 0.99 0.11
7 O -1.95 -0.01 0.90
8 H -0.26 -1.24 -0.27
9 H 1.29 -1.28 1.53
10 H 2.02 -1.99 0.26
11 H 0.70 1.60 -0.30
12 H 0.45 0.90 1.29
13 H -1.64 0.91 -0.95
14 H -1.61 2.00 0.46
15 H -2.90 0.02 0.76